[1]
Density functional theory data (ωB97M-V/def2-TZVPD) for 2 unconnected molecules or ions with the total composition C27H30N2O4S2 in a non-equilibrium geometry.

Summary:
- E_HOMO (eV) = -7.1
- maximum force (eV/Å) = 1.95
- E_tot (eV) = -61323.2168
- LUMO level (hartree) = -0.0194
- energy relative to the best compared isomer or geometry (same formula, charge and spin) (eV) = 0.4160
- structure (SMILES) = O=S(=O)(C(=Cc1ccccc1)S(=O)(=O)c1ccccc1)c1ccccc1.C=C1N(C)CCCN1C

ORCA input file:
```
! RIJCOSX wB97M-V def2-TZVPD def2/J DEFGRID3
* xyz 0 1
O -3.71893 0.00805 2.22744
S -4.16147 -0.13354 3.59445
O -5.42426 -0.75823 3.91335
C -2.83465 -0.93116 4.55218
C -1.97322 -1.75117 3.88963
C -2.26355 -2.50934 2.68425
C -3.54800 -3.02023 2.36131
C -3.78106 -3.62704 1.12462
C -2.74295 -3.77833 0.19186
C -1.44472 -3.37693 0.54598
C -1.20334 -2.80934 1.79941
S -2.43556 -0.26813 6.16132
O -3.69451 0.07221 6.79312
O -1.39699 0.72813 6.04008
C -1.76390 -1.62564 7.12051
C -2.65615 -2.44998 7.81176
C -2.17331 -3.54678 8.53046
C -0.79885 -3.80177 8.58882
C 0.09262 -2.95010 7.92748
C -0.38342 -1.84464 7.21186
C -4.21875 1.54641 4.24267
C -5.39216 2.03775 4.81160
C -5.42601 3.36746 5.24079
C -4.31003 4.19343 5.07517
C -3.15333 3.69512 4.46445
C -3.11560 2.37229 4.02834
H -0.98205 -1.86404 4.32200
H -4.34413 -3.01695 3.10937
H -4.78384 -3.98934 0.88543
H -2.93717 -4.22047 -0.79008
H -0.61127 -3.51464 -0.14774
H -0.18963 -2.55850 2.12121
H -3.72163 -2.22198 7.78813
H -2.88373 -4.19683 9.04274
H -0.42445 -4.65986 9.15028
H 1.16703 -3.13925 7.96589
H 0.30708 -1.15120 6.73019
H -6.24642 1.36830 4.91917
H -6.34102 3.74283 5.70063
H -4.33876 5.23152 5.40744
H -2.27508 4.32299 4.30633
H -2.25337 1.97687 3.49288
C -0.87824 2.95441 1.10509
C 0.01793 3.39536 0.13587
N -0.36656 3.83827 -1.10484
C -1.76273 3.93234 -1.41920
C 0.49196 3.73423 -2.25804
C 1.92918 4.04219 -1.93003
C 2.33358 3.29359 -0.68745
N 1.37067 3.44843 0.37249
C 1.85418 3.08464 1.67260
H -0.49551 2.65600 2.07452
H -1.94389 2.97571 0.89103
H -2.29882 4.43570 -0.60908
H -1.85981 4.52836 -2.33702
H -2.23447 2.94950 -1.58740
H 0.43738 2.70755 -2.66389
H 0.11187 4.42644 -3.01595
H 2.55677 3.71105 -2.75961
H 2.07649 5.11727 -1.80122
H 2.43340 2.22233 -0.94136
H 3.29769 3.65240 -0.31354
H 1.29206 3.62425 2.44129
H 1.76469 2.00410 1.87433
H 2.91197 3.37083 1.73769
*
```



[2]
Density functional theory data (ωB97M-V/def2-TZVPD) for a single C27H30N2O8 molecule in a non-equilibrium geometry.

Summary:
- E_HOMO (eV) = -9.2
- maximum force (eV/Å) = 1.42
- E_tot (eV) = -47845.3054
- LUMO level (hartree) = -0.0189
- structure (SMILES) = CC[C@H](C)[C@@H](NC(=O)OC(C)(C)C)C(=O)Oc1ccc2c(=O)c(-c3ccc([N+](=O)[O-])cc3)c(C)oc2c1

ORCA input file:
```
! RIJCOSX wB97M-V def2-TZVPD def2/J DEFGRID3
* xyz 0 1
C -1.11161 -5.92698 -1.71137
C -1.00451 -4.57091 -1.02328
C -2.27011 -4.20487 -0.23628
C -3.41078 -3.78209 -1.15688
C -1.97584 -3.10354 0.80744
N -1.39003 -3.66840 1.99862
C -1.62205 -3.08871 3.21346
O -2.50031 -2.28431 3.41015
O -0.77426 -3.59541 4.11510
C -0.85897 -3.20637 5.50914
C 0.25978 -4.00181 6.18263
C -2.21877 -3.59790 6.08572
C -0.61147 -1.70524 5.65297
C -1.05736 -2.01683 0.26140
O 0.08062 -1.85970 0.60666
O -1.68711 -1.26992 -0.66280
C -1.05115 -0.19147 -1.25042
C -1.20257 -0.04040 -2.63178
C -0.62719 1.03495 -3.26261
C 0.11000 1.97708 -2.53957
C 0.72962 3.12699 -3.21670
O 0.61620 3.32671 -4.41268
C 1.49745 3.99820 -2.31201
C 2.21197 5.12663 -2.92969
C 3.57859 5.31128 -2.71197
C 4.25305 6.34382 -3.32778
C 3.55829 7.19985 -4.17534
N 4.25780 8.28270 -4.81375
O 5.44264 8.40476 -4.57927
O 3.62244 9.01391 -5.54406
C 2.20119 7.02060 -4.41665
C 1.53419 5.98460 -3.79627
C 1.53551 3.75165 -0.97881
C 2.20834 4.61386 0.04118
O 0.92259 2.70283 -0.39816
C 0.24380 1.81505 -1.15939
C -0.33890 0.72875 -0.50750
H -0.18095 -6.16301 -2.22146
H -1.91072 -5.93267 -2.44764
H -1.31038 -6.70914 -0.98208
H -0.14965 -4.59343 -0.34375
H -0.80698 -3.79957 -1.77149
H -2.58944 -5.08313 0.33505
H -3.63069 -4.56897 -1.87288
H -4.31138 -3.58687 -0.58004
H -3.14970 -2.87924 -1.70179
H -2.91194 -2.62609 1.11929
H -0.51069 -4.15305 1.89969
H 0.28456 -3.78087 7.24543
H 0.09456 -5.06694 6.04443
H 1.21849 -3.74124 5.74239
H -3.00955 -3.03737 5.59510
H -2.24036 -3.38265 7.15028
H -2.39570 -4.66086 5.93603
H -0.58102 -1.43821 6.70555
H -1.40737 -1.14655 5.16850
H 0.33715 -1.43849 5.19185
H -1.77142 -0.77332 -3.18113
H -0.72133 1.18105 -4.32765
H 4.11477 4.62685 -2.07322
H 5.30950 6.49947 -3.17126
H 1.69157 7.69489 -5.08760
H 0.48319 5.83422 -3.98153
H 2.39217 5.61006 -0.34736
H 3.15568 4.16904 0.34357
H 1.57754 4.67216 0.92591
H -0.22101 0.62456 0.55835
*
```



[3]
Density functional theory data (ωB97M-V/def2-TZVPD) for a molecular structure, C27H30N3OPPbS5 in a non-equilibrium geometry.

Summary:
- E_HOMO (alpha / beta) (eV) = -12.0 / -12.0
- maximum force (eV/Å) = 6.73
- E_tot (eV) = -103699.5013
- LUMO level (alpha / beta) (hartree) = -0.2950 / -0.2950
- energy relative to the best compared isomer or geometry (same formula, charge and spin) (eV) = 0.0000

ORCA input file:
```
! RIJCOSX wB97M-V def2-TZVPD def2/J DEFGRID3
* xyz 2 1
Pb 0.49579 1.28425 0.00244
N 2.40207 0.87144 -1.73768
C 2.59104 2.11194 -2.56965
C 1.39123 3.00291 -2.61012
N 0.93031 3.34050 -1.25572
C -0.38733 4.03183 -1.34448
C -1.37490 3.87696 -0.16890
N -0.60643 3.30826 0.96699
H 3.31054 0.56774 -1.32331
H 2.07051 0.06649 -2.29797
H 2.94477 1.92451 -3.58524
H 3.37201 2.65171 -2.02980
H 0.59827 2.58106 -3.23220
H 1.70523 3.92024 -3.14566
H 1.62799 3.94084 -0.74051
H -0.94254 3.77137 -2.29231
H -0.19818 5.11672 -1.46033
H -2.24063 3.29301 -0.46303
H -1.83937 4.81734 0.09101
H -1.13204 3.28373 1.78620
H 0.19554 3.88087 1.12395
O 1.88776 -3.50551 -0.67731
C 1.05658 -3.11601 0.07937
C 0.18322 -3.49154 1.12886
C 0.37579 -4.66470 1.87579
C -0.66738 -5.20980 2.60102
C -1.89782 -4.57360 2.66326
C -2.02612 -3.30259 2.12111
C -1.01408 -2.72877 1.36867
P -1.23634 -1.15520 0.56318
C -1.79244 -1.58011 -1.09577
C -2.31602 -0.50684 -1.83853
C -2.53252 -0.63946 -3.20770
C -2.09697 -1.79388 -3.85644
C -1.64137 -2.91592 -3.08115
C -1.56838 -2.80586 -1.70729
C -2.70598 -0.39463 1.39886
C -3.93446 -0.22641 0.71236
C -4.94531 0.50931 1.34031
C -4.76676 1.01260 2.60719
C -3.57974 0.75202 3.27250
C -2.55122 0.03298 2.70815
H 1.32627 -5.18496 1.70309
H -0.50453 -6.26546 3.02955
H -2.70596 -5.08125 3.14462
H -2.91040 -2.69307 2.19034
H -2.49447 0.40735 -1.30604
H -3.08133 0.11970 -3.79287
H -1.94717 -1.85585 -4.91417
H -1.37778 -3.83345 -3.59381
H -1.40254 -3.67378 -1.03037
H -4.11122 -0.67898 -0.25986
H -5.79309 0.67043 0.70559
H -5.47206 1.68996 3.13813
H -3.42278 1.22804 4.22454
H -1.64950 -0.17370 3.21365
C 5.33062 -1.99594 1.51596
S 3.82292 -1.08907 1.34124
C 4.41151 0.52934 0.93276
C 3.67553 1.67578 1.36550
S 2.12581 1.63078 2.13579
S 4.48902 3.15261 0.85184
C 5.62135 2.55345 -0.33600
S 6.42271 3.54052 -1.38580
S 5.63492 0.80928 -0.25176
H 5.84817 -2.19641 0.60742
H 5.00510 -3.03227 1.81941
H 6.01453 -1.59284 2.26112
*
```



Please write out number 2 again, unchanged.
Density functional theory data (ωB97M-V/def2-TZVPD) for a single C27H30N2O8 molecule in a non-equilibrium geometry.

Summary:
- E_HOMO (eV) = -9.2
- maximum force (eV/Å) = 1.42
- E_tot (eV) = -47845.3054
- LUMO level (hartree) = -0.0189
- structure (SMILES) = CC[C@H](C)[C@@H](NC(=O)OC(C)(C)C)C(=O)Oc1ccc2c(=O)c(-c3ccc([N+](=O)[O-])cc3)c(C)oc2c1

ORCA input file:
```
! RIJCOSX wB97M-V def2-TZVPD def2/J DEFGRID3
* xyz 0 1
C -1.11161 -5.92698 -1.71137
C -1.00451 -4.57091 -1.02328
C -2.27011 -4.20487 -0.23628
C -3.41078 -3.78209 -1.15688
C -1.97584 -3.10354 0.80744
N -1.39003 -3.66840 1.99862
C -1.62205 -3.08871 3.21346
O -2.50031 -2.28431 3.41015
O -0.77426 -3.59541 4.11510
C -0.85897 -3.20637 5.50914
C 0.25978 -4.00181 6.18263
C -2.21877 -3.59790 6.08572
C -0.61147 -1.70524 5.65297
C -1.05736 -2.01683 0.26140
O 0.08062 -1.85970 0.60666
O -1.68711 -1.26992 -0.66280
C -1.05115 -0.19147 -1.25042
C -1.20257 -0.04040 -2.63178
C -0.62719 1.03495 -3.26261
C 0.11000 1.97708 -2.53957
C 0.72962 3.12699 -3.21670
O 0.61620 3.32671 -4.41268
C 1.49745 3.99820 -2.31201
C 2.21197 5.12663 -2.92969
C 3.57859 5.31128 -2.71197
C 4.25305 6.34382 -3.32778
C 3.55829 7.19985 -4.17534
N 4.25780 8.28270 -4.81375
O 5.44264 8.40476 -4.57927
O 3.62244 9.01391 -5.54406
C 2.20119 7.02060 -4.41665
C 1.53419 5.98460 -3.79627
C 1.53551 3.75165 -0.97881
C 2.20834 4.61386 0.04118
O 0.92259 2.70283 -0.39816
C 0.24380 1.81505 -1.15939
C -0.33890 0.72875 -0.50750
H -0.18095 -6.16301 -2.22146
H -1.91072 -5.93267 -2.44764
H -1.31038 -6.70914 -0.98208
H -0.14965 -4.59343 -0.34375
H -0.80698 -3.79957 -1.77149
H -2.58944 -5.08313 0.33505
H -3.63069 -4.56897 -1.87288
H -4.31138 -3.58687 -0.58004
H -3.14970 -2.87924 -1.70179
H -2.91194 -2.62609 1.11929
H -0.51069 -4.15305 1.89969
H 0.28456 -3.78087 7.24543
H 0.09456 -5.06694 6.04443
H 1.21849 -3.74124 5.74239
H -3.00955 -3.03737 5.59510
H -2.24036 -3.38265 7.15028
H -2.39570 -4.66086 5.93603
H -0.58102 -1.43821 6.70555
H -1.40737 -1.14655 5.16850
H 0.33715 -1.43849 5.19185
H -1.77142 -0.77332 -3.18113
H -0.72133 1.18105 -4.32765
H 4.11477 4.62685 -2.07322
H 5.30950 6.49947 -3.17126
H 1.69157 7.69489 -5.08760
H 0.48319 5.83422 -3.98153
H 2.39217 5.61006 -0.34736
H 3.15568 4.16904 0.34357
H 1.57754 4.67216 0.92591
H -0.22101 0.62456 0.55835
*
```



Question: What is the maximum force in the third record?
Answer: 6.73 eV/Å



Question: Which value of E_tot does entry 3 give?
Answer: -103699.5013 eV